An isolated molecule of H9NSi3 in a non-equilibrium geometry, computed with ωB97M-V/def2-TZVPD.

Values from the calculation:
**LUMO**: 0.22 eV
**Molecular weight**: 107.34 g mol⁻¹
**DFT total energy**: -25266.996 eV
**E_HOMO**: -9.16 eV
**Structure (SMILES)**: N[SiH2][SiH2][SiH3]
**ΔE to the lowest compared entry with this formula, charge and spin**: 52.0 kJ/mol

Positions of all 13 atoms, in Å:
N  -1.872  0.747  1.123
Si  -1.497  -0.736  0.380
Si  0.109  -0.068  -1.183
Si  2.254  -0.133  -0.430
H  -2.572  1.498  0.984
H  -1.429  0.871  2.018
H  -2.863  -1.189  0.224
H  -0.732  -1.509  1.544
H  0.146  -0.828  -2.544
H  -0.210  1.485  -1.717
H  2.635  1.219  -0.112
H  2.563  -0.825  0.867
H  3.469  -0.533  -1.153